# 1
{"formula": "C35H48ClN3O2P2SSe2V", "method": "wB97M-V/def2-TZVPD", "symbols": ["V", "Se", "P", "Se", "C", "C", "C", "C", "C", "C", "C", "C", "C", "C", "C", "C", "H", "H", "H", "H", "H", "H", "H", "H", "H", "H", "O", "S", "C", "C", "C", "C", "H", "H", "H", "H", "H", "H", "H", "H", "Cl", "C", "C", "C", "C", "C", "C", "C", "H", "H", "H", "H", "H", "H", "O", "P", "N", "C", "C", "C", "C", "N", "C", "C", "C", "C", "N", "C", "C", "C", "C", "H", "H", "H", "H", "H", "H", "H", "H", "H", "H", "H", "H", "H", "H", "H", "H", "H", "H", "H", "H", "H", "H", "H", "H"], "xyz": [[-1.416, -0.063, -0.736], [-3.181, 0.167, 1.099], [-2.817, -1.830, 0.283], [-1.136, 0.835, -2.848], [-4.204, -2.573, -0.546], [-5.040, -3.560, -0.023], [-6.091, -4.048, -0.798], [-6.355, -3.576, -2.058], [-5.533, -2.549, -2.577], [-4.509, -2.049, -1.818], [-2.483, -2.948, 1.643], [-2.222, -4.288, 1.306], [-1.908, -5.207, 2.290], [-1.801, -4.787, 3.634], [-1.953, -3.426, 3.960], [-2.231, -2.523, 2.950], [-4.901, -4.010, 0.982], [-6.705, -4.867, -0.445], [-7.112, -4.084, -2.666], [-5.716, -2.030, -3.501], [-3.898, -1.232, -2.183], [-2.297, -4.613, 0.267], [-1.814, -6.281, 2.104], [-1.665, -5.486, 4.416], [-1.907, -3.123, 4.996], [-2.361, -1.470, 3.174], [-0.168, 3.880, -0.849], [1.001, 2.999, -1.555], [0.882, 3.559, -3.248], [1.649, 4.943, -3.385], [1.964, 5.414, -1.969], [2.338, 4.139, -1.201], [-0.193, 3.664, -3.429], [1.196, 2.697, -3.808], [1.034, 5.608, -3.993], [2.537, 4.773, -3.972], [1.141, 5.879, -1.472], [2.854, 6.095, -1.937], [2.324, 4.265, -0.106], [3.248, 3.631, -1.506], [-4.559, 7.325, 2.471], [-3.740, 6.045, 1.711], [-4.053, 5.666, 0.419], [-3.280, 4.733, -0.216], [-2.185, 4.179, 0.424], [-1.380, 3.171, -0.313], [-1.887, 4.521, 1.760], [-2.652, 5.507, 2.408], [-4.915, 6.120, -0.040], [-3.556, 4.433, -1.232], [-1.879, 2.698, -1.149], [-1.010, 2.358, 0.347], [-1.076, 3.992, 2.289], [-2.468, 5.866, 3.403], [0.318, -0.444, 0.004], [1.850, -0.723, 0.037], [2.628, 0.732, 0.349], [2.211, 1.355, 1.614], [3.362, 2.190, 2.076], [4.488, 1.181, 1.756], [4.128, 0.607, 0.396], [2.027, -1.978, 1.077], [0.967, -2.443, 2.005], [1.562, -3.608, 2.759], [2.617, -4.136, 1.758], [3.227, -2.854, 1.203], [2.564, -1.281, -1.354], [2.896, -0.413, -2.472], [3.117, -1.411, -3.610], [2.254, -2.631, -3.334], [1.830, -2.468, -1.863], [2.024, 0.616, 2.376], [1.292, 1.906, 1.394], [3.362, 2.422, 3.146], [3.455, 3.125, 1.492], [4.512, 0.382, 2.494], [5.542, 1.596, 1.770], [4.359, -0.440, 0.324], [4.625, 1.147, -0.433], [0.124, -2.752, 1.413], [0.693, -1.625, 2.692], [0.761, -4.336, 2.907], [2.065, -3.337, 3.698], [2.171, -4.708, 0.925], [3.393, -4.735, 2.250], [3.668, -2.932, 0.231], [3.974, -2.400, 1.874], [3.817, 0.071, -2.243], [2.166, 0.342, -2.718], [4.167, -1.702, -3.695], [2.868, -0.999, -4.590], [2.847, -3.544, -3.440], [1.382, -2.654, -3.919], [2.036, -3.334, -1.275], [0.738, -2.324, -1.831]], "lowdin_charge": [-0.001, 0.385, 0.563, 0.102, -0.418, -0.076, -0.091, -0.063, -0.062, -0.109, -0.443, -0.121, -0.075, -0.072, -0.065, -0.126, 0.120, 0.108, 0.114, 0.105, 0.074, 0.116, 0.113, 0.093, 0.108, 0.056, -0.381, 1.036, -0.321, -0.169, -0.209, -0.304, 0.080, 0.063, 0.120, 0.107, 0.103, 0.139, 0.095, 0.105, 0.726, -0.688, -0.093, -0.022, -0.219, -0.215, -0.003, -0.086, 0.112, 0.136, 0.012, 0.075, 0.124, 0.099, -0.454, 0.657, -0.176, -0.232, -0.149, -0.165, -0.186, -0.173, -0.181, -0.145, -0.149, -0.180, -0.174, -0.188, -0.149, -0.133, -0.170, 0.111, 0.107, 0.124, 0.105, 0.109, 0.136, 0.086, 0.116, 0.089, 0.123, 0.094, 0.125, 0.120, 0.117, 0.093, 0.118, 0.090, 0.080, 0.114, 0.116, 0.118, 0.096, 0.092, 0.107], "relative_energy_kcal_mol": 1.6, "s2": 2.06, "charge": 1, "lumo_energy_ev": [-2.3710, -2.0619], "largest_force_ev_per_a": 2.248, "spin_multiplicity": 3, "e_homo_ev": [-9.465, -9.948]}

# 2
{"formula": "C35H48N5O", "method": "wB97M-V/def2-TZVPD", "symbols": ["C", "C", "C", "N", "N", "N", "C", "C", "C", "C", "C", "C", "C", "C", "C", "C", "H", "H", "H", "H", "H", "H", "H", "H", "H", "H", "H", "H", "H", "H", "H", "H", "H", "H", "H", "H", "H", "H", "H", "H", "H", "C", "C", "C", "C", "C", "C", "N", "C", "C", "C", "C", "C", "C", "C", "C", "C", "C", "O", "N", "C", "C", "C", "C", "C", "C", "H", "H", "H", "H", "H", "H", "H", "H", "H", "H", "H", "H", "H", "H", "H", "H", "H", "H", "H", "H", "H", "H", "H"], "xyz": [[1.454, 2.437, -0.195], [0.856, 2.497, -1.581], [1.218, 3.763, -2.324], [-0.604, 2.548, -1.455], [-1.174, 3.669, -1.816], [-2.492, 3.477, -1.614], [-3.294, 4.726, -1.520], [-2.945, 5.562, -2.736], [-2.972, 5.474, -0.228], [-2.760, 2.197, -1.216], [-4.197, 1.666, -1.315], [-4.265, 0.127, -1.289], [-4.902, 2.098, -2.630], [-5.003, 2.190, -0.123], [-1.520, 1.590, -0.996], [-1.194, 0.280, -0.417], [2.542, 2.573, -0.190], [1.011, 3.227, 0.427], [1.230, 1.469, 0.255], [1.128, 1.627, -2.191], [2.302, 3.834, -2.481], [0.689, 3.827, -3.281], [0.910, 4.658, -1.768], [-4.338, 4.427, -1.544], [-3.399, 6.551, -2.596], [-1.866, 5.713, -2.837], [-3.346, 5.118, -3.650], [-3.495, 6.440, -0.269], [-3.307, 4.925, 0.661], [-1.899, 5.703, -0.145], [-3.918, -0.258, -0.323], [-5.314, -0.193, -1.435], [-3.646, -0.292, -2.092], [-4.979, 3.193, -2.725], [-4.367, 1.706, -3.514], [-5.931, 1.690, -2.609], [-5.016, 3.292, -0.120], [-6.046, 1.823, -0.196], [-4.546, 1.844, 0.818], [-2.019, -0.451, -0.479], [-0.192, -0.112, -0.745], [7.947, -1.545, -0.313], [6.600, -2.177, -0.098], [6.036, -2.226, 1.178], [4.799, -2.848, 1.403], [4.182, -2.953, 2.768], [4.131, -3.403, 0.311], [2.915, -4.105, 0.537], [1.690, -3.574, 0.850], [1.301, -2.182, 0.528], [0.243, -1.637, 1.388], [-0.471, -0.386, 1.261], [-1.644, -0.244, 2.183], [-2.360, 0.952, 2.105], [-3.448, 1.211, 2.943], [-3.836, 0.277, 3.902], [-3.120, -0.909, 4.008], [-2.055, -1.217, 3.138], [1.860, -1.568, -0.411], [0.877, -4.634, 1.090], [-0.521, -4.605, 1.406], [1.580, -5.822, 0.920], [2.839, -5.507, 0.570], [4.662, -3.364, -0.979], [3.878, -3.938, -2.108], [5.899, -2.735, -1.167], [8.247, -1.614, -1.364], [7.939, -0.478, -0.056], [8.732, -2.024, 0.290], [6.563, -1.773, 2.010], [3.897, -4.002, 2.979], [4.898, -2.607, 3.525], [3.267, -2.338, 2.840], [0.051, -2.239, 2.284], [0.156, 0.597, 1.277], [-2.025, 1.732, 1.401], [-3.977, 2.170, 2.860], [-4.654, 0.492, 4.578], [-3.352, -1.632, 4.788], [-1.509, -2.149, 3.262], [-0.995, -5.539, 1.076], [-0.701, -4.462, 2.486], [-1.020, -3.789, 0.872], [1.124, -6.796, 1.041], [3.670, -6.145, 0.293], [4.404, -3.750, -3.049], [3.715, -5.019, -1.995], [2.889, -3.461, -2.155], [6.299, -2.669, -2.173]], "lowdin_charge": [-0.020, -0.338, -0.070, -0.005, 0.151, 0.016, -0.358, -0.042, -0.029, -0.064, -0.506, -0.047, -0.028, -0.027, -0.107, -0.010, 0.101, 0.102, 0.047, 0.163, 0.097, 0.087, 0.084, 0.104, 0.093, 0.080, 0.087, 0.094, 0.080, 0.089, 0.078, 0.102, 0.098, 0.068, 0.102, 0.100, 0.075, 0.108, 0.057, 0.083, 0.094, -0.048, -0.255, 0.011, -0.182, -0.022, -0.157, 0.051, -0.082, -0.381, -0.058, -0.162, -0.209, -0.063, -0.094, -0.085, -0.076, -0.014, -0.009, -0.036, -0.016, -0.007, 0.011, -0.193, -0.027, 0.013, 0.077, 0.087, 0.089, 0.122, 0.091, 0.087, 0.087, 0.070, 0.122, 0.110, 0.105, 0.104, 0.105, 0.084, 0.104, 0.105, 0.098, 0.136, 0.147, 0.086, 0.080, 0.088, 0.118], "relative_energy_kcal_mol": 37.0, "charge": 1, "lumo_energy_ev": -2.3859, "largest_force_ev_per_a": 4.532, "e_homo_ev": -9.074}